A structure of composition C43H50BBr58Cl3I2N4O6P at a distorted geometry. Source: the Open Molecules 2025 dataset; level of theory: ωB97M-V/def2-TZVPD.

```
168
C43H50BBr58Cl3I2N4O6P, DFT ωB97M-V/def2-TZVPD
N -1.4265 -3.3901 -0.3879
C -0.3581 -7.3767 6.3904
H 11.2648 0.7951 -7.2883
O 0.4360 -1.8366 -0.2020
C -17.1040 -7.7113 2.5668
C -4.6424 -0.4774 -1.4190
H 2.0742 3.5719 -4.3475
C -0.1288 0.6028 -0.6978
C 2.2787 2.9162 -2.3433
Br 2.8328 6.6489 -2.7643
C 3.1574 -2.4738 0.3792
H -3.5588 2.7112 -1.4904
B 2.1854 -1.7780 1.4091
Br -11.9705 -1.5587 -1.8668
H 4.3040 1.2438 -2.8783
Br -3.4219 -0.6818 4.6204
Br 3.3963 9.6674 0.7282
Br 6.0872 10.3360 8.1450
Br -0.1388 -6.9777 2.2918
H 3.1324 2.2089 -4.2609
Br 9.9111 5.5117 -0.4313
H -12.4320 -7.4930 -1.4671
C -1.5509 1.1682 -0.7729
H 4.3370 11.0685 2.5202
Br -18.3661 -6.2601 2.6369
H -7.5430 1.2918 -1.2095
Br -13.8745 -6.5406 0.2977
H -1.2139 -7.5937 5.7674
H 2.9373 -2.2515 -0.6633
Br 7.0064 7.5351 6.9356
Br -15.0605 -1.1600 -1.2102
C 0.1441 0.7955 -3.3343
O 1.1234 0.7838 -4.0161
Br -16.5055 -8.2196 4.3232
O -2.3941 0.2778 -1.5107
H -6.6973 -1.0324 -1.2301
H -4.4078 -7.1120 -8.1503
Br -4.4795 -9.0431 11.4986
Br 15.7183 4.7656 -5.0238
H 3.6630 3.8406 -3.7368
H 2.9014 2.0896 1.9714
H -4.4699 6.8926 8.6860
H -2.0456 1.3899 0.1737
N 2.5746 0.5453 0.4788
Br 10.8958 2.8926 -6.0320
C 4.7620 10.2436 1.9667
C 0.1560 -0.0616 -2.0703
H 3.7188 -4.5547 -0.1035
C -3.0128 -7.9532 10.8969
C 3.1515 -3.9995 0.6375
H 1.2051 2.8973 -2.4227
H 4.6143 3.5458 -1.1899
H 5.8685 2.3707 -3.6495
H 2.1404 -4.3642 0.7789
Br 11.3557 2.4198 -9.1453
H 8.9832 7.4343 -1.6833
Br 8.5808 10.1954 6.1658
C -5.8772 -5.8552 -3.8675
Br 8.7909 8.3058 0.6174
H -1.5254 2.1129 -1.3178
Br -17.8010 -9.2144 1.5892
H 4.0734 2.0341 0.7415
Br 0.4353 -6.2057 -0.7429
H -2.4393 -8.5460 10.1996
Br -4.1209 4.5819 9.4844
H 6.2204 9.5841 5.7989
Br 6.3185 10.9176 1.0671
C 1.5517 -0.2649 1.1695
C -6.4895 1.0756 -1.2981
Br -5.4767 5.6426 6.8080
Cl 4.8990 -0.0509 -1.1852
Br -5.1295 -2.5204 -6.4781
H -5.9636 3.1543 -1.3396
C -0.9057 -6.4012 0.6221
Br 4.6104 5.6633 -0.3103
C 4.2373 1.4446 -1.8189
N 0.7725 1.7512 -0.4770
H 3.6671 -4.1481 1.5843
I 0.2656 3.2013 0.8514
C -2.4930 0.6098 5.7115
Br -1.8347 -7.4787 12.3418
H 5.6186 4.0436 -3.2231
H -13.4554 -2.8379 -0.3680
C 6.8792 9.4359 6.6409
H -16.2399 -7.3547 2.0273
H -1.7278 -2.2871 2.9802
Br -4.0911 -6.5423 -10.5323
Br 13.4986 5.7331 -7.0951
Br -3.6260 -6.3999 9.9413
Br 13.5997 1.5716 -7.0471
H 13.1197 1.2882 -0.3503
Br -0.4955 -5.5314 6.9186
Br 5.2086 8.8674 3.2370
Br 13.0594 6.1730 -3.9704
O 1.9459 -2.4413 2.5861
H -1.3267 -5.4192 0.7874
H 2.5517 -2.0693 3.2432
Br -10.8002 -7.3837 0.3822
C 4.4299 0.6290 2.2272
N 2.8545 1.8160 -1.5067
C 5.9785 3.0895 -2.8387
Br 12.1892 2.7087 -2.1509
H 4.1582 -2.1266 0.6552
H -0.5290 -0.8916 -2.2361
H -3.4113 -1.6386 1.7575
Br -2.4258 6.3188 7.4217
Br -3.4719 2.2575 5.8371
C -2.8728 -0.9530 1.1080
C 5.2027 2.7116 -1.5756
C -5.6076 2.1367 -1.3717
Br 1.2124 -7.6978 5.3261
H -3.4228 -0.0161 1.0792
O -0.8927 -1.9865 2.6034
Br -9.8168 -3.5381 1.5429
Br -11.7864 -5.1136 -1.6254
Br -2.0584 -0.1039 7.4413
Br 5.8212 7.6941 -2.4558
C -12.2482 -6.7421 -0.7128
C 0.1428 -0.5146 0.4019
Cl 1.2620 0.3296 2.8686
H -6.0024 -6.9075 -3.6594
Br -4.4617 -5.6953 -5.1582
C -3.7421 0.5918 -1.4727
Br 11.1614 2.2655 0.8076
Br -12.8949 -0.9446 1.1175
C 2.1020 1.3736 -0.5382
Br -8.2950 -3.3609 -1.2485
C -8.1408 -3.7550 0.6272
C -4.1671 5.9899 8.1763
Cl 6.4411 2.3075 -0.3405
H 1.1498 -0.5068 -2.0652
C -4.2464 1.8760 -1.4483
C -3.5616 -1.7886 -5.6299
C 12.7025 2.2844 -0.3451
C -13.3618 -1.7761 -0.5542
C 2.8574 3.1202 -3.7423
Br -5.4101 -5.0015 -2.2064
C 4.2438 7.1091 -1.5354
C -3.5586 -7.2155 -8.8111
C 9.6469 7.3757 -0.8338
H -4.2875 -1.4944 -1.4163
H -3.0851 -1.1394 -6.3510
Br -4.0205 -0.7133 -4.0895
P -1.1934 -0.6020 1.7759
Br 4.3615 1.0935 4.1355
I -1.4311 1.9973 -4.1503
Br -2.3446 -7.5447 0.0533
Br -7.5580 -5.2111 -4.5586
C -0.5497 -2.6563 -0.3338
Br -6.7365 -2.7198 1.4523
H 2.4982 3.8298 -1.7826
H -1.5598 0.8287 5.2121
C 13.8421 5.0594 -5.3294
O 5.2115 -0.1779 1.8852
Br 11.2984 8.2201 -1.3462
H -2.9046 -1.3853 0.1183
C 3.4353 1.3836 1.3400
Br -2.1262 -6.1728 -8.0544
H 7.0381 3.2180 -2.6507
Br -2.2651 -3.1431 -5.1692
C 11.7137 1.7736 -7.3717
Br -0.4422 -8.5598 7.9048
Br 14.0640 3.4715 0.3079
H -7.8597 -4.7954 0.7112
C -5.9926 -0.2182 -1.3213
H 3.8837 7.9397 -0.9404
H 13.3560 4.0961 -5.2633
Br -3.1146 -9.0853 -8.8793
```

## Properties
Highest occupied orbital energy ... -10.69 eV
Frontier orbital gap ... 6.3957 eV
Energy ... -4189829.4867 eV
Total charge ... +1